# 1
Below is a structure of composition C35H44CeN4O9PS5Te, with properties calculated with ωB97M-V/def2-TZVPD.

ORCA input file:
```
! RIJCOSX wB97M-V def2-TZVPD def2/J DEFGRID3
* xyz -1 1
Ce -0.8068 -0.2680 -0.7068
Te -4.3254 0.5712 1.5585
S -1.1929 -3.1355 -4.6921
S 1.0091 -1.2978 -5.2823
S -0.8023 -3.0151 -1.7467
S 2.4797 0.7768 0.9951
S 1.7035 -0.8721 -2.4261
P -3.6233 0.5736 -0.6621
O 1.3384 -0.1530 0.6354
O -1.0766 1.2507 0.9550
O 1.6931 3.4494 3.2651
O -1.8324 -1.6439 1.0879
O -2.7473 1.8786 -1.1151
O -0.4850 -2.4341 -7.1303
O -0.8705 0.6745 -2.8625
O -4.9884 0.7978 -1.5121
O -2.9026 -0.5929 -1.3183
N 0.3648 3.3543 -0.2548
N 0.4891 2.9656 1.0593
N -2.0969 -3.6779 2.0987
N 0.9010 -3.7812 1.0734
C 5.0758 1.2085 0.0474
C 0.7145 -1.6320 -3.5826
C 0.3647 2.4925 -1.1934
C -0.2635 -2.3176 -5.9507
C 1.1142 2.1502 5.1340
C -2.4341 -2.7151 1.1992
C 3.8510 0.3040 -0.1025
C -5.0053 0.4759 -2.9167
C 3.1988 0.1347 2.5521
C 3.4065 -1.8081 4.1248
C 0.2020 2.7850 -2.6083
C -0.8136 -3.7795 2.7928
C 2.9366 -1.3411 2.7499
C 1.2155 -6.5391 1.1975
C 1.9259 -5.7912 0.2770
C 0.9475 2.4655 3.7836
C 1.7260 -4.4195 0.2471
C -0.2069 1.9764 1.5625
C 0.4931 4.2065 -4.5367
C -0.4934 2.0118 -4.7833
C -3.6976 -3.0470 0.4494
C -0.5262 0.3932 4.9622
C -0.3213 -2.4962 -3.3050
C -0.3978 1.7647 -3.3962
C -4.5359 1.6392 -3.7749
C 0.2109 -4.5012 1.9459
C -2.7025 4.2907 -1.3199
C -0.0521 3.1962 -5.3336
C 0.6101 3.9892 -3.1786
C -3.1838 3.1143 -0.4969
C 0.3333 -5.8853 2.0413
C 0.3834 1.1293 5.7158
C 4.7379 2.7050 0.0318
C 0.0209 1.7280 3.0161
C -0.6955 0.6959 3.6216
H 4.1305 2.9844 0.8937
H 4.4829 -1.6612 4.2475
H -0.4868 -2.7679 3.0292
H -4.5216 -3.1258 1.1581
H -0.1321 3.3443 -6.4042
H 2.7246 0.7147 3.3447
H 1.8303 2.7246 5.7087
H 0.5165 0.9131 6.7695
H 0.8369 5.1313 -4.9805
H 3.4245 0.4018 -1.1012
H -0.9229 1.2350 -5.4048
H -4.7340 1.4254 -4.8273
H -3.5754 -3.9885 -0.0913
H -0.9828 -4.3459 3.7075
H 0.5137 1.4262 -0.9822
H 1.0416 4.7431 -2.5292
H -3.0917 5.2101 -0.8791
H 2.2500 -3.7994 -0.4701
H -2.5652 -4.5605 1.9758
H -0.2505 -6.4375 2.7686
H 5.6478 3.3054 0.0501
H 5.7517 0.9841 -0.7798
H -1.6169 4.3359 -1.3272
H 4.2642 0.3758 2.5288
H 1.3632 3.5392 2.3091
H -3.4642 1.7963 -3.6452
H -1.1044 -0.4003 5.4199
H 5.6132 0.9678 0.9681
H 1.3428 -7.6125 1.2588
H 3.4340 -1.9227 1.9710
H -5.0619 2.5538 -3.4938
H -6.0376 0.2123 -3.1467
H -3.0559 4.2102 -2.3504
H -4.2725 3.1143 -0.4390
H -2.7932 3.1596 0.5201
H 4.0748 -0.7510 0.0697
H -1.3986 0.1453 3.0061
H 2.6135 -6.2521 -0.4197
H -4.3775 -0.3962 -3.1038
H 2.8967 -1.2471 4.9124
H -3.9086 -2.2650 -0.2639
H 3.1897 -2.8691 4.2622
H 4.1727 2.9619 -0.8677
H 1.8709 -1.5178 2.6357
*
```

Summary:
- Largest force on an atom: 3.5 eV Å⁻¹
- HOMO energy (alpha / beta): -4.0753 / -4.0756 eV
- Orbital gap (alpha / beta): 0.187 / 0.187 Ha


# 2
Below is a structure of composition C35H44FGe2NO4PtSb, with properties calculated with ωB97M-V/def2-TZVPD.

ORCA input file:
```
! RIJCOSX wB97M-V def2-TZVPD def2/J DEFGRID3
* xyz 0 2
Pt 0.2320 0.9817 0.1560
Sb -2.4191 1.0524 0.0396
Ge 0.6532 -1.3725 -0.4979
Ge -0.5048 -2.6104 -2.2561
F -2.7228 4.7281 -4.5991
O 6.0719 1.9892 5.1097
O 0.5071 1.9337 2.3094
O 4.7650 2.1046 6.8143
O 2.4548 0.8843 0.3100
N 4.9653 2.0285 5.6156
C -3.9250 2.5674 0.1164
C 4.2401 -1.9913 -2.6592
C -0.1398 3.3078 -1.7328
C 0.8104 2.8088 -0.7257
C -0.1037 -4.4372 2.3550
C 0.4372 -2.3891 1.1811
C 0.0191 2.9606 -3.0755
C -4.0451 0.6426 -2.6096
C 3.4780 -2.0068 0.0112
C 0.2714 -3.8626 3.5646
C -1.1920 4.1505 -1.3883
C -1.8779 4.2614 -3.6636
C 0.4146 -4.2997 -2.5898
C 3.9773 1.8126 3.3944
C -2.0655 4.6404 -2.3500
C 2.5316 -1.6854 -0.9626
C 2.5020 2.0801 5.2839
C 1.5324 1.9000 3.0472
C 0.7301 -2.5515 3.5913
C -0.0198 -3.7066 1.1759
C -2.9109 -1.6337 1.5345
C 4.7842 -2.3263 -0.3448
C -4.1954 3.1021 1.5244
C 1.4112 2.0528 4.4709
C -2.3675 -3.1012 -1.8920
C -0.8464 3.4285 -4.0514
C 0.8076 -1.8211 2.4082
C 2.9362 -1.6663 -2.2979
C 3.1801 1.3840 1.1802
C 3.7974 1.9760 4.7334
C 5.1656 -2.3280 -1.6809
C -2.6239 0.6317 -2.0416
C -3.6503 -0.4960 0.8400
C 2.8693 1.7228 2.5379
C -0.4988 -1.6354 -3.9602
H -3.3109 3.5729 1.9583
H -2.8752 5.3146 -2.0985
H 4.9836 1.7233 3.0009
H -4.7244 -0.0132 -2.0562
H -4.0499 0.3002 -3.6482
H 0.2086 -4.4379 4.4814
H -3.6301 3.3572 -0.5674
H 0.4091 2.1505 4.8710
H -2.2603 -2.1604 0.8431
H 0.3418 -4.9745 -1.7353
H -0.3203 -4.1782 0.2471
H -2.2838 -1.2802 2.3550
H 0.8932 3.4014 0.1851
H -1.3142 4.4440 -0.3503
H 6.1790 -2.5934 -1.9579
H 1.0284 -2.0942 4.5281
H 4.2295 1.5433 0.8943
H -0.0568 -4.7809 -3.4528
H 2.2293 -1.3914 -3.0749
H -4.5103 2.3094 2.2068
H -2.7254 -3.6738 -2.7547
H 1.4709 -4.1335 -2.8089
H -0.4629 -5.4598 2.3289
H -4.4760 1.6465 -2.5997
H 4.5324 -1.9796 -3.7030
H -3.0178 -2.2350 -1.7640
H 0.4482 -1.7902 -4.4845
H 1.1551 -0.7909 2.4483
H -1.3050 -2.0177 -4.5951
H -3.6144 -2.3651 1.9411
H -0.6454 -0.5626 -3.8197
H -4.7909 2.0525 -0.3038
H 0.8374 2.3046 -3.3537
H 1.7720 2.5257 -1.1373
H -4.2367 -0.8565 -0.0066
H -4.9929 3.8494 1.5098
H -4.3365 0.0114 1.5219
H -2.4497 -3.7329 -1.0042
H -2.1468 -0.3315 -2.1681
H -1.9908 1.3625 -2.5456
H 5.5057 -2.5735 0.4244
H 2.3990 2.1869 6.3553
H 3.1984 -2.0239 1.0591
H -0.7305 3.1633 -5.0952
*
```

Summary:
- Relative energy (zero: lowest compared OMol25 entry of this formula, charge and spin): 1.8071 eV
- Largest force on an atom: 1.8 eV Å⁻¹
- ⟨S²⟩: 0.77
- HOMO energy (alpha / beta): -6.8482 / -7.9412 eV
- Orbital gap (alpha / beta): 0.210 / 0.246 Ha


# 3
Below is a cluster of 2 separate species, C35H44N3O3S in total, with properties calculated with ωB97M-V/def2-TZVPD.

ORCA input file:
```
! RIJCOSX wB97M-V def2-TZVPD def2/J DEFGRID3
* xyz 1 1
S 1.4324 3.0156 3.1972
O 2.6504 0.8055 1.8096
O -1.5804 -5.4541 -1.3983
O -4.0166 4.5351 4.7803
N 3.5621 1.8159 -4.4685
N -2.7133 -3.4650 -1.1685
N -1.2935 -2.2734 0.1192
C 2.3819 -7.2009 -2.0449
C 0.6448 4.6526 3.2286
C 1.3486 -4.7585 -1.1705
C 1.7814 -4.8998 -2.4941
C 2.2700 -6.1287 -2.9389
C -1.2791 -0.0949 1.2203
C 3.2930 0.5946 -2.3664
C 4.8964 2.0163 -4.9898
C -2.1868 3.0297 4.8060
C -3.7014 3.0400 2.8849
C 2.5243 1.8784 -5.4771
C -0.6776 -1.2793 0.8098
C -2.8224 2.1915 2.2206
C -3.8783 -3.8942 -1.9116
C -1.6042 1.7664 2.8029
C 2.0112 -7.0373 -0.7039
C 2.0578 1.6022 1.0610
C -5.1417 5.1425 4.1048
C -1.3393 2.1753 4.1420
C 2.8792 0.5562 -1.0494
C -2.9082 -1.0406 -1.3606
C -2.6759 -2.2234 -0.4007
C -0.7181 0.8629 2.0807
C -1.6606 -4.3087 -0.9611
C -0.6496 -3.5645 -0.0881
C 0.9978 2.4289 1.6367
C -3.3428 3.5255 4.1614
C 2.4764 2.9345 -1.0817
C 2.9057 2.9928 -2.4062
C 3.1573 3.5728 3.2134
C 1.5016 -5.8123 -0.2623
C 2.4247 1.7096 -0.3916
C 0.7422 -3.4422 -0.7210
C 3.2765 1.8124 -3.0956
C -3.7272 -2.2566 0.7102
H 2.4932 2.8794 -5.9421
H -6.0084 4.4595 4.0592
H 0.3002 4.7780 4.2571
H -4.6944 -1.9607 0.2866
H 5.6220 1.9088 -4.1768
H -1.9891 3.3680 5.8239
H 1.3988 5.4042 2.9814
H -3.4645 -1.5859 1.5316
H 3.2373 4.5504 2.7238
H 5.1150 1.2770 -5.7765
H 0.2647 0.6064 2.4912
H -2.2459 -1.1180 -2.2358
H -3.0880 1.8678 1.2115
H -0.4875 1.7664 4.6764
H -4.8832 5.4760 3.0841
H 1.2011 -5.6692 0.7795
H 2.7554 1.1439 -6.2651
H 0.3896 3.1174 1.0427
H 2.9100 -0.3844 -0.5051
H 2.5423 -6.2502 -3.9882
H 1.6897 -4.0441 -3.1696
H -3.6633 -4.8519 -2.3859
H -3.9567 -1.0530 -1.6909
H -3.8110 -3.2759 1.1032
H -0.5692 -4.1104 0.8741
H 5.0054 3.0123 -5.4527
H -4.6353 3.3470 2.4247
H -2.7000 -0.0917 -0.8621
H 0.3590 -1.4884 1.1028
H -4.1213 -3.1625 -2.6886
H -2.3516 0.0067 0.9890
H -4.7525 -4.0167 -1.2598
H 2.0931 -7.8663 -0.0005
H 2.7480 -8.1667 -2.3965
H 3.4359 3.6855 4.2731
H 1.3998 -2.9713 0.0290
H 2.9258 3.9449 -2.9486
H 0.6838 -2.7516 -1.5808
H 3.5800 -0.3204 -2.8873
H 2.1896 3.8494 -0.5567
H 1.5444 1.6467 -5.0389
H -0.2015 4.6887 2.5424
H 3.8125 2.8341 2.7434
H -5.3720 5.9980 4.7393
*
```

Summary:
- Relative energy (zero: lowest compared OMol25 entry of this formula, charge and spin): 0.3206 eV
- Largest force on an atom: 2.2 eV Å⁻¹
- HOMO energy: -9.9895 eV
- Orbital gap: 0.231 Ha